#a
The following is a DFT calculation (wB97M-V/def2-TZVPD) of a 9-piece molecular cluster, C5H30N2O8 overall.

The geometry in XYZ format:
```
45
C5H30N2O8 wB97M-V/def2-TZVPD
C 2.6926 -0.7080 -0.2344
C 1.7865 0.4940 -0.0006
N 1.6273 0.6574 1.4519
C 0.4258 0.5684 -0.8213
N 0.6264 0.3178 -2.2598
C 1.7445 1.1461 -2.8193
C -0.6154 0.5764 -2.9647
H 2.6336 -0.8788 -1.3123
H 3.7156 -0.5714 0.0948
H 2.3605 -1.6648 0.1919
H 2.3207 1.4354 -0.2454
H 0.9458 1.3384 1.7519
H 1.3515 -0.2056 1.9066
H -0.1389 -0.2833 -0.4432
H -0.0912 1.4940 -0.5290
H 2.5541 0.4770 -3.1009
H 2.1206 1.8881 -2.1233
H 1.3754 1.5511 -3.7613
H -1.4231 0.1001 -2.4327
H -0.7617 1.6310 -3.2426
H -0.6675 -0.0256 -3.8981
O -2.7395 -3.0882 2.1993
H -3.1511 -2.3727 1.6852
H -2.1870 -3.5313 1.5123
O -1.3965 1.5133 2.0264
H -1.1635 0.5709 2.1088
H -0.6604 2.0189 2.4303
O -0.6230 -3.9800 0.7652
H 0.1726 -4.1807 1.2662
H -0.4516 -4.2297 -0.1607
O 0.4379 3.5614 2.7317
H -0.2056 4.0198 2.1524
H 1.3727 3.8245 2.6276
O -1.1249 4.1677 0.6590
H -1.0984 3.2436 0.3535
H -1.7075 4.0643 1.4318
O -2.4566 -0.8249 -0.0368
H -1.8185 -0.3553 0.5043
H -2.9033 -0.1091 -0.4888
O 0.0710 -3.3485 -1.8713
H 0.7433 -2.6737 -1.9007
H -0.7727 -2.8592 -1.9569
O -0.7804 -1.2737 2.0588
H -0.9704 -1.4014 2.9870
H -1.1698 -2.0936 1.7074
```

SMILES: C[C@H](N)CN(C)C.O.O.O.O.O.O.O.O



#b
The following is a DFT calculation (wB97M-V/def2-TZVPD) of a 9-piece molecular cluster, C5H30N2O8 overall.

The geometry in XYZ format:
```
45
C5H30N2O8 wB97M-V/def2-TZVPD
C 0.8956 0.9736 2.3852
C -0.4138 0.2114 2.1676
N -0.8195 0.0444 0.7137
C -1.4710 -1.2514 0.4992
C -2.9719 -0.9917 0.7447
C -1.2421 -1.8673 -0.9086
N 0.0635 -2.4902 -1.2237
H 1.2640 1.2251 1.3724
H 1.5595 0.3420 2.9388
H 0.9135 1.9255 3.0154
H -0.2543 -0.7773 2.6061
H -1.2479 0.7277 2.7071
H -1.4064 0.8567 0.5666
H -1.2415 -2.0154 1.2437
H -3.2128 0.0849 0.7292
H -3.8282 -1.3130 0.1212
H -3.4194 -1.3330 1.6734
H -2.1249 -2.5055 -1.0054
H -1.2573 -1.0064 -1.6065
H 0.3412 -2.9552 -0.3614
H 0.0033 -3.2630 -1.8752
O 3.6709 -2.0312 0.5429
H 3.8485 -2.0758 -0.4194
H 3.9325 -1.1204 0.7143
O 0.1935 2.2886 -2.9584
H 0.6051 2.8887 -2.3231
H 0.4658 1.3819 -2.7040
O 1.3567 -2.3493 2.1525
H 1.6549 -3.2357 2.3620
H 1.8627 -2.0396 1.4008
O 1.0908 0.0376 -1.6712
H 1.3608 -0.9466 -1.7549
H 0.5204 0.0203 -0.8722
O -2.6119 3.0347 -0.1558
H -3.1151 3.6137 0.4117
H -2.6235 3.0420 -1.1108
O 3.6715 -0.5307 -1.4900
H 3.8580 -0.0078 -2.2853
H 2.7160 -0.2065 -1.3495
O -2.5956 0.5281 -2.2461
H -1.7057 0.8166 -2.4734
H -2.7795 0.7262 -1.3231
O 1.3757 3.8427 0.7401
H 1.6964 4.5837 0.2117
H 1.4215 3.1171 0.0978
```

SMILES: CCN[C@@H](C)CN.O.O.O.O.O.O.O.O



Pick the most stable structure from those above. Pick: #a